[1]
The following is a quantum chemistry calculation of a structure of composition C36H46F6N3O4PScSi, from the Open Molecules 2025 dataset.

Geometry as ORCA input:
```
! RIJCOSX wB97M-V def2-TZVPD def2/J DEFGRID3
* xyz 2 2
Sc -1.140 1.323 -0.358
O -0.263 2.140 1.553
C 1.119 2.753 1.369
C 1.283 2.724 -0.187
O 2.392 2.753 -0.686
O 0.184 2.708 -0.910
C 0.895 4.164 1.927
C 1.482 5.270 1.337
C 1.392 6.549 1.942
C 0.851 6.678 3.206
C 0.396 5.533 3.828
C 0.352 4.255 3.246
C 2.178 1.917 2.043
C 3.513 2.294 1.956
C 4.461 1.612 2.735
C 4.008 0.605 3.544
C 2.649 0.215 3.607
C 1.754 0.900 2.816
H -0.788 2.942 1.723
H 2.058 5.206 0.430
H 1.637 7.386 1.314
H 0.865 7.629 3.715
H 0.027 5.726 4.817
H -0.078 3.328 3.746
H 3.822 3.251 1.572
H 5.481 1.950 2.729
H 4.743 0.112 4.169
H 2.299 -0.581 4.238
H 0.715 0.690 2.896
N -4.182 -3.993 0.035
C -2.762 -3.442 0.182
C -2.502 -2.400 -0.911
C -3.508 -1.221 -0.861
N -2.823 -0.020 -1.409
C -3.870 -0.881 0.554
C -2.789 -1.163 1.623
N -1.616 -0.296 1.436
C -2.508 -2.700 1.532
H -4.311 -4.198 -0.985
H -4.910 -3.276 0.328
H -4.250 -4.803 0.638
H -2.205 -4.323 0.041
H -2.485 -2.862 -1.906
H -1.522 -2.015 -0.740
H -4.394 -1.589 -1.442
H -3.513 0.680 -1.578
H -2.419 -0.215 -2.318
H -4.804 -1.270 0.968
H -4.133 0.161 0.651
H -3.213 -0.990 2.633
H -0.795 -0.800 1.109
H -1.347 0.122 2.356
H -2.913 -3.273 2.381
H -1.423 -2.875 1.759
F -2.642 2.787 -1.244
P -3.694 3.308 -0.022
F -2.927 2.079 0.881
F -4.242 4.296 -1.021
F -4.660 3.679 1.167
F -2.582 4.287 0.456
F -4.667 2.038 -0.433
C 3.729 -0.018 -0.403
C 3.022 -0.456 -1.745
C 3.837 -1.598 -2.283
C 3.031 0.688 -2.719
Si 1.129 -1.173 -1.558
O 0.184 -0.113 -0.841
C 0.879 -2.694 -0.400
C 0.508 -3.962 -0.792
C 0.359 -5.081 0.064
C 0.619 -4.832 1.396
C 0.915 -3.509 1.841
C 1.043 -2.485 0.983
C 0.525 -1.461 -3.282
C -0.202 -0.413 -3.840
C -0.952 -0.593 -5.038
C -0.899 -1.835 -5.593
C -0.160 -2.921 -5.079
C 0.589 -2.728 -3.939
H 4.690 0.508 -0.714
H 3.764 -0.860 0.299
H 3.065 0.750 0.108
H 4.845 -1.257 -2.593
H 3.356 -1.924 -3.215
H 3.813 -2.434 -1.558
H 4.070 1.049 -2.689
H 2.428 1.532 -2.455
H 2.806 0.207 -3.650
H 0.228 -4.003 -1.848
H 0.082 -6.073 -0.185
H 0.639 -5.724 2.050
H 1.100 -3.280 2.887
H 1.406 -1.492 1.241
H -0.067 0.617 -3.448
H -1.450 0.214 -5.616
H -1.530 -2.104 -6.478
H -0.221 -3.907 -5.601
H 1.146 -3.501 -3.480
*
```

HOMO level (spin up / spin down)   -0.4813 / -0.4793 Ha
Orbital gap (spin up / spin down)   7.492 / 3.193 eV
Energy relative to the best compared isomer or geometry (same formula, charge and spin)   77.8 kcal per mole
Expectation value of S²   0.77

For reference, the Löwdin charges in units of e are:
1. Sc 1.11
2. O -0.12
3. C -0.21
4. C -0.52
5. O 0.10
6. O -0.08
7. C -0.15
8. C 0.01
9. C -0.02
10. C -0.05
11. C -0.05
12. C 0.01
13. C -0.10
14. C 0.10
15. C 0.02
16. C 0.03
17. C 0.06
18. C 0.00
19. H 0.09
20. H 0.12
21. H 0.12
22. H 0.12
23. H 0.11
24. H 0.15
25. H 0.15
26. H 0.13
27. H 0.14
28. H 0.13
29. H 0.11
30. N 0.23
31. C -0.23
32. C -0.09
33. C -0.30
34. N 0.05
35. C -0.13
36. C -0.28
37. N 0.04
38. C -0.06
39. H 0.19
40. H 0.18
41. H 0.17
42. H 0.12
43. H 0.14
44. H 0.08
45. H 0.16
46. H 0.07
47. H 0.09
48. H 0.13
49. H 0.09
50. H 0.16
51. H 0.05
52. H 0.11
53. H 0.13
54. H 0.11
55. F -0.20
56. P 0.17
57. F -0.23
58. F -0.01
59. F -0.07
60. F -0.07
61. F -0.16
62. C -0.06
63. C -0.58
64. C -0.11
65. C -0.08
66. Si 0.55
67. O -0.36
68. C -0.20
69. C -0.09
70. C -0.06
71. C -0.06
72. C -0.10
73. C -0.15
74. C -0.23
75. C -0.11
76. C -0.07
77. C -0.10
78. C -0.07
79. C -0.09
80. H 0.12
81. H 0.08
82. H 0.05
83. H 0.11
84. H 0.07
85. H 0.09
86. H 0.10
87. H 0.06
88. H 0.08
89. H 0.08
90. H 0.10
91. H 0.12
92. H 0.11
93. H 0.09
94. H 0.11
95. H 0.13
96. H 0.12
97. H 0.13
98. H 0.08

---

[2]
The following is a quantum chemistry calculation of a structure of composition C40H44N6O3P2S3Se2V, from the Open Molecules 2025 dataset.

Geometry as ORCA input:
```
! RIJCOSX wB97M-V def2-TZVPD def2/J DEFGRID3
* xyz 0 4
V 0.421 0.355 0.108
C -4.150 0.167 -0.996
C -3.730 -1.195 -0.458
S -2.030 -1.301 0.156
C -1.520 -2.867 -0.597
C -1.473 -2.913 -2.127
S -0.511 -1.590 -2.881
C -1.664 -0.758 -3.997
C -3.028 -0.293 -3.489
S -3.006 0.934 -2.150
H -4.251 0.882 -0.176
H -5.141 0.065 -1.446
H -3.848 -1.964 -1.216
H -4.383 -1.461 0.375
H -2.191 -3.648 -0.234
H -0.533 -3.069 -0.183
H -2.481 -2.890 -2.541
H -1.043 -3.876 -2.407
H -1.838 -1.387 -4.873
H -1.081 0.105 -4.330
H -3.625 -1.138 -3.149
H -3.562 0.139 -4.336
C 3.073 0.732 -2.299
C 2.280 1.890 -1.733
C 2.953 3.221 -1.972
O 2.187 1.654 -0.285
C 0.855 1.850 -2.318
O 0.586 2.323 -3.397
O 0.000 1.239 -1.531
H 4.080 0.734 -1.876
H 3.141 0.841 -3.382
H 2.603 -0.229 -2.079
H 4.006 3.167 -1.691
H 2.474 4.011 -1.388
H 2.866 3.484 -3.025
H 1.685 2.420 0.072
Se 4.730 -3.068 4.028
P 3.713 -3.989 2.439
C 4.828 -4.728 1.221
C 5.636 -3.882 0.462
C 6.561 -4.411 -0.419
C 6.699 -5.792 -0.539
C 5.911 -6.635 0.225
C 4.975 -6.103 1.107
C 2.557 -5.297 2.925
C 2.389 -5.603 4.269
C 1.464 -6.571 4.650
C 0.711 -7.227 3.690
C 0.875 -6.919 2.342
C 1.791 -5.953 1.958
C 2.704 -2.878 1.428
C 2.023 -1.709 1.670
N 1.475 -1.334 0.486
N 1.800 -2.251 -0.433
N 2.538 -3.183 0.115
P 1.749 -0.545 3.014
Se -0.190 0.324 2.743
C 1.826 -1.372 4.602
C 2.688 -0.986 5.621
C 2.664 -1.662 6.833
C 1.798 -2.731 7.020
C 0.942 -3.123 5.998
C 0.948 -2.439 4.794
C 3.084 0.650 2.930
C 2.976 1.817 3.689
C 3.984 2.765 3.654
C 5.102 2.554 2.851
C 5.207 1.401 2.089
C 4.198 0.445 2.127
H 5.537 -2.808 0.562
H 7.177 -3.749 -1.013
H 7.425 -6.205 -1.228
H 6.019 -7.708 0.139
H 4.365 -6.769 1.704
H 2.986 -5.078 5.005
H 1.335 -6.809 5.699
H -0.007 -7.982 3.987
H 0.286 -7.431 1.592
H 1.907 -5.700 0.910
H 3.398 -0.184 5.468
H 3.338 -1.367 7.626
H 1.790 -3.263 7.963
H 0.269 -3.960 6.137
H 0.272 -2.737 4.000
H 2.092 1.986 4.295
H 3.900 3.667 4.246
H 5.889 3.296 2.820
H 6.074 1.241 1.462
H 4.280 -0.454 1.529
N -3.500 3.886 0.456
C -2.221 3.960 0.944
C -1.156 3.387 0.226
N 0.069 3.410 0.701
C 0.282 4.005 1.883
C -0.769 4.569 2.569
N -2.027 4.552 2.112
H -3.651 3.653 -0.510
H -4.200 4.433 0.925
H -1.315 2.896 -0.729
H 1.291 4.012 2.277
H -0.604 5.050 3.526
*
```

HOMO level (spin up / spin down)   -0.2675 / -0.2865 Ha
Orbital gap (spin up / spin down)   7.624 / 8.088 eV
Energy relative to the best compared isomer or geometry (same formula, charge and spin)   10.6 kcal per mole
Expectation value of S²   3.76

Results of the Löwdin charge analysis, in e, for atoms 1 through 99:
1. V 0.53
2. C -0.55
3. C -0.50
4. S 0.82
5. C -0.52
6. C -0.52
7. S 0.88
8. C -0.52
9. C -0.50
10. S 0.87
11. H 0.06
12. H 0.08
13. H 0.06
14. H 0.08
15. H 0.08
16. H 0.04
17. H 0.06
18. H 0.08
19. H 0.07
20. H 0.07
21. H 0.06
22. H 0.07
23. C 0.01
24. C -0.50
25. C 0.00
26. O -0.11
27. C -0.57
28. O 0.09
29. O -0.28
30. H 0.09
31. H 0.10
32. H 0.07
33. H 0.09
34. H 0.09
35. H 0.09
36. H 0.06
37. Se 0.38
38. P 0.54
39. C -0.36
40. C -0.10
41. C -0.07
42. C -0.08
43. C -0.08
44. C -0.08
45. C -0.35
46. C -0.11
47. C -0.08
48. C -0.08
49. C -0.08
50. C -0.09
51. C -0.41
52. C -0.42
53. N -0.16
54. N -0.02
55. N 0.03
56. P 0.63
57. Se 0.43
58. C -0.40
59. C -0.14
60. C -0.08
61. C -0.07
62. C -0.08
63. C -0.10
64. C -0.35
65. C -0.12
66. C -0.08
67. C -0.07
68. C -0.06
69. C -0.07
70. H 0.10
71. H 0.10
72. H 0.10
73. H 0.10
74. H 0.10
75. H 0.06
76. H 0.10
77. H 0.10
78. H 0.10
79. H 0.11
80. H 0.10
81. H 0.11
82. H 0.11
83. H 0.11
84. H 0.11
85. H 0.10
86. H 0.11
87. H 0.11
88. H 0.11
89. H 0.10
90. N 0.14
91. C -0.36
92. C -0.07
93. N 0.06
94. C -0.14
95. C -0.12
96. N 0.13
97. H 0.08
98. H 0.10
99. H 0.09

---

[3]
The following is a quantum chemistry calculation of the ion C4H10NS with charge -1, from the Open Molecules 2025 dataset.

Geometry as ORCA input:
```
! RIJCOSX wB97M-V def2-TZVPD def2/J DEFGRID3
* xyz -1 1
C -0.860 0.462 1.780
N 0.435 0.961 1.426
C 0.529 0.982 -0.127
C 0.801 -0.354 -0.841
C -0.396 -1.091 -1.352
S -0.209 -2.107 -2.968
H -1.687 1.275 1.629
H -0.915 0.125 2.771
H -0.998 -0.413 1.069
H 1.209 0.204 1.628
H 1.494 1.646 -0.416
H -0.340 1.417 -0.594
H 1.472 -1.044 -0.194
H 1.545 -0.054 -1.576
H -1.220 -0.314 -1.586
H -0.860 -1.696 -0.649
*
```

HOMO level   -0.0853 Ha
Orbital gap   6.097 eV
Energy relative to the best compared isomer or geometry (same formula, charge and spin)   33.6 kcal per mole
SMILES string   CNCCC[S-]

For reference, the Löwdin charges in units of e are:
1. C -0.19
2. N -0.17
3. C -0.25
4. C -0.35
5. C -0.77
6. S -0.04
7. H 0.11
8. H 0.04
9. H 0.08
10. H 0.12
11. H 0.13
12. H 0.08
13. H 0.12
14. H 0.07
15. H 0.05
16. H -0.02

---

[4]
The following is a quantum chemistry calculation of a structure of composition C11H18FeN3O6P, from the Open Molecules 2025 dataset.

Geometry as ORCA input:
```
! RIJCOSX wB97M-V def2-TZVPD def2/J DEFGRID3
* xyz 3 6
O 0.003 3.046 0.006
C 0.003 1.885 -0.006
Fe 0.012 -0.020 -0.101
O 0.000 0.000 -3.034
C 0.002 -0.003 -1.865
C 0.003 -1.871 0.002
O -0.001 -3.033 -0.013
C -1.878 0.000 -0.004
O -3.039 0.002 0.003
C 1.871 -0.010 -0.011
O 3.035 -0.014 -0.022
C 2.387 -2.190 4.019
N 1.277 -1.824 3.092
C 0.284 -2.977 3.111
P 0.573 -0.321 3.296
O -0.104 0.117 2.010
N -0.698 -0.425 4.376
C -1.864 0.516 4.203
C -0.356 -0.509 5.825
N 1.670 0.901 3.732
C 2.825 1.155 2.805
C 1.070 2.274 4.006
H 1.980 -2.256 5.030
H 3.164 -1.426 3.990
H 2.853 -3.166 3.785
H -0.085 -3.070 4.133
H -0.556 -2.757 2.448
H 0.730 -3.937 2.807
H -2.231 0.469 3.175
H -2.708 0.287 4.879
H -1.531 1.534 4.429
H -1.244 -0.564 6.485
H 0.254 -1.390 6.029
H 0.201 0.391 6.100
H 2.471 1.680 1.908
H 3.600 1.800 3.257
H 3.297 0.211 2.536
H 0.477 2.573 3.135
H 0.451 2.247 4.904
H 1.841 3.052 4.166
*
```

HOMO level (spin up / spin down)   -0.7341 / -0.7314 Ha
Orbital gap (spin up / spin down)   8.927 / 5.294 eV
Energy relative to the best compared isomer or geometry (same formula, charge and spin)   0.0 kcal per mole
Expectation value of S²   8.80

For reference, the Löwdin charges in units of e are:
1. O 0.28
2. C 0.00
3. Fe 0.23
4. O 0.34
5. C -0.03
6. C -0.03
7. O 0.27
8. C 0.00
9. O 0.28
10. C -0.03
11. O 0.26
12. C -0.05
13. N -0.25
14. C -0.06
15. P 0.65
16. O -0.35
17. N -0.06
18. C 0.03
19. C 0.02
20. N -0.24
21. C -0.07
22. C -0.05
23. H 0.08
24. H 0.08
25. H 0.13
26. H 0.09
27. H 0.07
28. H 0.12
29. H 0.09
30. H 0.14
31. H 0.12
32. H 0.14
33. H 0.10
34. H 0.13
35. H 0.07
36. H 0.13
37. H 0.07
38. H 0.08
39. H 0.07
40. H 0.13